The following is a quantum chemistry calculation of a 3-piece molecular cluster, C36H66FN2O7P overall in a non-equilibrium geometry, from OMol25.

lowest unoccupied orbital energy: -0.0419 hartree
DFT total energy: -2488.8025 Ha
multiplicity: 1
SMILES: CCCCCCCCCCCCCCC1=CC(=O)C(C[C@H](C)F)=C(CCCP(=O)(OCC)OCC)C1=O.CN(C)C=O.CN(C)C=O
E_HOMO: -9.339 eV
orbital gap: 8.2 eV

The geometry in XYZ format:
```
113
C36H66FN2O7P, DFT ωB97M-V with the def2-TZVPD basis set
C 2.699 3.534 -1.518
C 3.894 3.569 -2.462
C 4.298 2.179 -2.977
C 4.810 1.305 -1.845
C 5.053 -0.168 -2.208
C 3.965 -0.833 -3.056
C 2.513 -0.552 -2.623
C 1.625 -0.256 -3.835
C 0.218 0.227 -3.476
C -0.812 -0.925 -3.400
C -1.669 -1.031 -4.677
C -3.151 -0.715 -4.510
C -3.336 0.782 -4.243
C -4.734 1.129 -3.683
C -4.714 1.652 -2.283
C -4.316 2.901 -1.995
C -4.369 3.360 -0.590
O -4.492 4.564 -0.318
C -4.324 2.334 0.498
C -3.837 2.838 1.818
C -2.300 3.020 1.829
C -1.823 4.359 1.313
F -1.740 2.026 1.034
C -4.726 1.082 0.217
C -4.827 -0.040 1.184
C -4.010 -1.275 0.823
C -2.498 -1.076 1.029
P -1.595 -2.654 1.173
O -0.519 -2.734 0.177
O -1.095 -2.721 2.691
C 0.238 -2.242 2.951
C 0.391 -0.747 2.768
O -2.615 -3.870 1.131
C -2.571 -4.706 -0.054
C -3.150 -4.056 -1.279
C -5.169 0.778 -1.166
O -5.919 -0.192 -1.401
H 1.922 2.877 -1.897
H 2.297 4.524 -1.328
H 2.980 3.129 -0.551
H 3.603 4.180 -3.314
H 4.740 4.042 -1.973
H 3.441 1.759 -3.486
H 5.118 2.357 -3.667
H 4.170 1.339 -0.968
H 5.771 1.711 -1.531
H 5.275 -0.720 -1.302
H 5.969 -0.195 -2.794
H 4.105 -0.619 -4.109
H 4.116 -1.906 -2.962
H 2.437 0.247 -1.890
H 2.094 -1.441 -2.158
H 1.540 -1.198 -4.376
H 2.129 0.429 -4.508
H -0.121 0.898 -4.254
H 0.247 0.735 -2.515
H -1.478 -0.712 -2.561
H -0.350 -1.877 -3.169
H -1.252 -0.357 -5.420
H -1.580 -2.035 -5.088
H -3.661 -0.983 -5.429
H -3.548 -1.248 -3.650
H -3.165 1.365 -5.142
H -2.578 1.080 -3.521
H -5.420 0.293 -3.754
H -5.098 1.948 -4.295
H -4.001 3.596 -2.754
H -4.153 2.218 2.645
H -4.298 3.811 1.963
H -1.955 2.882 2.851
H -1.763 4.303 0.231
H -0.822 4.569 1.677
H -2.493 5.169 1.568
H -5.872 -0.351 1.189
H -4.575 0.245 2.197
H -4.249 -1.647 -0.164
H -4.323 -2.058 1.508
H -2.391 -0.560 1.978
H -2.030 -0.491 0.250
H 0.459 -2.455 3.990
H 0.948 -2.794 2.344
H 0.390 -0.492 1.710
H 1.312 -0.398 3.213
H -0.460 -0.252 3.224
H -1.556 -5.051 -0.207
H -3.180 -5.569 0.189
H -3.137 -4.749 -2.113
H -2.637 -3.141 -1.557
H -4.189 -3.794 -1.098
C 8.293 0.483 2.701
N 8.292 0.606 1.257
C 8.597 1.892 0.653
C 8.016 -0.435 0.448
O 8.000 -0.380 -0.766
H 7.554 1.159 3.137
H 9.279 0.731 3.100
H 8.046 -0.537 2.988
H 7.756 2.227 0.045
H 9.470 1.803 0.006
H 8.795 2.623 1.433
H 7.794 -1.366 0.999
C -2.804 -3.742 6.553
N -1.960 -2.604 6.860
C -1.575 -2.353 8.239
C -1.519 -1.767 5.904
O -0.807 -0.798 6.102
H -3.757 -3.657 7.078
H -2.312 -4.668 6.860
H -2.993 -3.785 5.483
H -1.924 -1.368 8.551
H -0.489 -2.373 8.333
H -2.010 -3.113 8.883
H -1.866 -2.042 4.894
```

Here are the Löwdin charges for atoms 1 to 99, given in e: C -0.1121; C -0.2571; C -0.2052; C -0.2171; C -0.2042; C -0.1976; C -0.2000; C -0.2201; C -0.1943; C -0.1934; C -0.2110; C -0.2022; C -0.1776; C -0.1304; C -0.1261; C 0.0790; C -0.2986; O 0.0848; C -0.0810; C -0.0668; C -0.3459; C -0.0296; F -0.0204; C -0.0899; C -0.1311; C -0.2093; C -0.1797; P 0.4909; O -0.2561; O -0.2208; C -0.2669; C -0.0724; O -0.1980; C -0.2513; C -0.0758; C -0.2421; O 0.0964; H 0.0628; H 0.0657; H 0.0614; H 0.0994; H 0.1017; H 0.0858; H 0.1155; H 0.0942; H 0.0975; H 0.0969; H 0.1028; H 0.1031; H 0.1045; H 0.0942; H 0.1112; H 0.1147; H 0.0936; H 0.0949; H 0.0994; H 0.0899; H 0.1043; H 0.1030; H 0.1037; H 0.1128; H 0.1072; H 0.1139; H 0.1027; H 0.1119; H 0.1147; H 0.1336; H 0.1093; H 0.1199; H 0.1391; H 0.0808; H 0.0794; H 0.0829; H 0.1303; H 0.1108; H 0.0892; H 0.1100; H 0.0811; H 0.0887; H 0.1040; H 0.1117; H 0.0713; H 0.0827; H 0.0665; H 0.1105; H 0.1163; H 0.0832; H 0.0595; H 0.0774; C -0.0610; N -0.1991; C -0.0378; C -0.3514; O 0.0145; H 0.0888; H 0.0882; H 0.0812; H 0.0811; H 0.0937